Formula: C31H62BrN5O2
Source: the OMol25 dataset
Level of theory: wB97M-V/def2-TZVPD

Structure (XYZ):
```
101
C31H62BrN5O2, DFT wB97M-V/def2-TZVPD
Br 1.549 -0.394 2.739
O 3.860 -2.266 1.407
O 6.656 5.927 -3.659
N -4.051 3.240 -5.465
N -6.018 -4.853 6.050
N 5.361 -5.061 1.885
N -2.028 0.689 4.566
N 5.304 4.291 -1.341
C 5.023 -6.469 1.661
C 5.692 4.890 -3.840
C -3.476 -1.560 5.031
C 5.739 2.911 -1.619
C 4.314 -4.293 2.678
C -3.228 4.430 -4.957
C -3.201 2.192 -5.493
C -4.243 -2.792 5.417
C -5.131 -4.988 5.069
C -7.064 -5.931 6.194
C -1.198 -0.267 -5.930
C -1.512 -0.509 4.186
C -2.177 -1.650 4.527
C -4.064 -0.323 5.287
C 6.422 5.068 -0.727
C -5.264 3.158 -4.422
C 4.171 4.408 -0.370
C -2.315 0.166 -6.764
C -4.244 5.236 -4.126
C -4.285 -3.963 4.719
C 6.689 -4.957 2.623
C 4.372 -2.759 2.647
C -4.909 4.115 -3.311
C -4.816 3.600 -6.695
C -1.278 1.977 4.293
C -5.128 -2.728 6.543
C 4.787 4.893 -2.633
C -3.289 0.826 5.092
C -6.008 -3.781 6.822
C 5.593 -4.418 0.584
C -3.011 1.423 -6.637
H -2.284 -0.312 -7.776
H 3.112 -1.664 1.687
H 3.952 4.313 -3.029
H -5.326 4.538 -6.531
H -5.143 -5.960 4.582
H -5.147 -1.875 7.229
H 3.986 5.481 -0.252
H 3.286 3.935 -0.720
H -4.107 3.528 -7.514
H 7.254 5.910 -4.471
H -3.703 1.804 5.167
H 6.631 3.012 -2.189
H -5.088 -0.204 5.660
H -0.533 1.239 -12.491
H -6.821 -3.770 7.589
H -4.080 3.628 -2.600
H 4.530 -4.335 0.222
H 3.353 -4.649 2.378
H -3.700 5.945 -3.512
H 6.628 -5.397 3.625
H -2.380 4.218 -4.305
H -5.834 4.404 -2.706
H -5.541 2.800 -6.779
H -0.454 -0.962 -6.324
H -8.045 -5.507 6.124
H 6.990 -3.907 2.814
H 4.899 -6.939 2.659
H -1.470 -1.081 -5.249
H -0.470 -0.376 3.751
H -1.922 2.620 3.677
H -6.152 3.438 -5.001
H -0.802 0.553 -5.373
H 6.691 4.578 0.198
H 5.743 -6.963 1.002
H 3.723 -2.637 3.567
H -2.688 1.649 -4.738
H 7.302 5.082 -1.439
H -3.001 5.009 -5.842
H -0.341 1.720 3.836
H 4.930 2.341 -2.087
H 7.445 -5.436 2.046
H 6.293 -5.067 0.049
H 6.069 6.044 -0.512
H 6.104 3.884 -3.849
H -1.733 -2.618 4.314
H -6.844 -6.562 5.343
H -9.041 -6.264 -0.173
H -3.318 1.834 -7.688
H 4.517 -4.555 3.740
H 4.088 -6.385 1.112
H -4.592 -10.955 4.897
H -6.961 -6.498 7.079
H -1.029 2.463 5.237
H -5.332 2.112 -4.117
H -4.991 5.881 -4.641
H -3.605 -4.131 3.955
H 5.106 5.072 -4.752
H 5.408 -2.370 2.872
H 5.901 2.404 -0.663
H 6.013 -3.439 0.704
H 4.479 3.987 0.568
H 4.450 5.913 -2.386
```

Kohn-Sham gap in eV: 1.51
Charge: +4
LUMO level in eV: -10.70
E_HOMO in eV: -12.2
Spin multiplicity: 1

Atom charges from the Löwdin analysis, given in e for atoms 1 to 5: -0.145, -0.150, -0.064, -0.263, -0.076

***

Formula: C2H6N2S3
Source: the OMol25 dataset
Level of theory: wB97M-V/def2-TZVPD

Structure (XYZ):
```
13
C2H6N2S3, DFT wB97M-V/def2-TZVPD
S -1.599 -0.121 -1.929
S 0.014 -2.377 1.550
S 0.676 -0.505 -1.839
N 1.095 -1.778 -1.144
N 0.941 -1.207 1.102
C 0.511 0.143 0.688
C 1.274 0.753 -0.499
H -0.528 0.071 0.400
H -1.751 -0.510 -3.103
H 1.022 1.799 -0.732
H 2.374 0.498 -0.508
H -1.236 -1.962 0.905
H 0.585 0.718 1.592
```

Kohn-Sham gap (spin up / spin down) in eV: 6.97 / 8.04
LUMO level (spin up / spin down) in eV: -1.03 / -0.39
E_HOMO (spin up / spin down) in eV: -8.0 / -8.4
Spin multiplicity: 1

Atom charges from the Löwdin analysis, given in e for atoms 1 to 5: 0.357, 0.756, 0.580, -0.398, -0.549

***

Formula: C6H27B3NO2Zn
Source: the OMol25 dataset
Level of theory: wB97M-V/def2-TZVPD

Structure (XYZ):
```
40
C6H27B3NO2Zn, DFT wB97M-V/def2-TZVPD
Zn 15.073 -11.798 19.146
O 17.189 -8.618 17.240
O 13.980 -7.900 16.988
N 15.136 -9.735 18.825
C 13.718 -6.694 16.283
C 17.870 -7.845 16.308
C 16.964 -8.006 18.495
C 13.787 -9.122 19.051
C 16.322 -8.999 19.439
C 13.544 -7.793 18.318
B 13.917 -12.164 21.004
B 14.147 -12.587 17.389
B 17.121 -12.279 19.418
H 14.116 -7.059 18.900
H 15.338 -9.386 17.885
H 13.504 -11.988 18.117
H 15.986 -8.461 20.330
H 18.177 -8.528 15.517
H 13.698 -9.000 20.132
H 16.305 -7.132 18.376
H 13.086 -12.478 21.747
H 12.723 -6.774 15.835
H 18.739 -7.282 16.671
H 13.489 -13.224 16.684
H 14.895 -11.819 21.526
H 16.334 -13.093 19.528
H 18.219 -12.636 19.386
H 12.470 -7.583 18.346
H 17.057 -9.733 19.758
H 17.228 -7.079 15.850
H 14.454 -6.533 15.501
H 14.844 -11.865 16.798
H 13.681 -5.829 16.949
H 16.878 -11.663 18.485
H 13.014 -9.836 18.770
H 13.475 -11.228 20.468
H 14.020 -13.054 20.267
H 16.997 -11.571 20.333
H 17.922 -7.573 18.810
H 14.883 -13.283 17.916
```

Kohn-Sham gap in eV: 8.35
Charge: -1
LUMO level in eV: 2.55
E_HOMO in eV: -5.8
Spin multiplicity: 1

Atom charges from the Löwdin analysis, given in e for atoms 1 to 5: 0.394, -0.179, -0.180, -0.047, -0.098

***

Formula: C18H23BCoF4IN3O3S3
Source: the OMol25 dataset
Level of theory: wB97M-V/def2-TZVPD

Structure (XYZ):
```
57
C18H23BCoF4IN3O3S3, DFT wB97M-V/def2-TZVPD
I 4.193 7.498 0.268
Co -0.600 0.425 0.222
S 3.475 0.504 0.270
S 0.445 -1.419 1.061
S 3.364 -2.906 -1.021
F -2.768 -1.643 -0.323
F -3.267 -0.377 -2.165
F -1.082 -0.484 -1.427
F -2.077 -2.343 -2.411
O -2.068 0.250 1.578
O 0.265 1.693 1.284
O 0.576 1.529 -0.826
N -4.125 1.149 0.981
N -2.012 2.615 -2.176
N -2.114 1.596 -0.137
C 1.722 -2.191 -1.376
C 4.519 -1.550 -1.328
C 3.071 5.751 0.257
C -2.787 0.990 0.859
C 2.250 3.830 -0.913
C -4.774 1.884 0.027
C 2.077 -1.357 1.885
C 0.809 2.196 0.233
C 1.583 3.431 0.242
C 0.719 -2.589 -0.295
C 1.663 4.190 1.407
C 2.882 -0.068 1.872
C -4.138 2.432 -1.028
C 2.997 4.993 -0.908
C -4.843 0.383 2.010
C 4.811 -0.659 -0.127
C -2.736 2.211 -1.146
C 2.408 5.356 1.414
B -2.395 -1.287 -1.615
H -5.841 1.980 0.164
H -4.963 -0.647 1.680
H 5.696 -0.053 -0.331
H 3.740 -0.211 2.532
H 1.142 3.867 2.298
H 5.024 -1.261 0.757
H -4.269 0.403 2.930
H 2.305 0.758 2.281
H 4.172 -0.966 -2.181
H 1.848 -1.626 2.917
H 2.476 5.954 2.311
H -0.268 -2.759 -0.704
H 2.195 3.217 -1.804
H 1.372 -2.580 -2.331
H -1.043 2.332 -2.230
H -2.457 2.989 -2.997
H 3.523 5.308 -1.798
H 5.444 -2.039 -1.637
H 1.015 -3.515 0.203
H -4.682 2.987 -1.775
H -5.812 0.847 2.169
H 2.643 -2.169 1.431
H 1.809 -1.111 -1.461
```

Kohn-Sham gap in eV: 6.87
Charge: +1
LUMO level in eV: -4.22
E_HOMO in eV: -11.1
Spin multiplicity: 1

Atom charges from the Löwdin analysis, given in e for atoms 1 to 5: 0.938, 0.557, 0.921, 1.053, 0.898

***

Formula: C13H18BKO17
Source: the OMol25 dataset
Level of theory: wB97M-V/def2-TZVPD

Structure (XYZ):
```
50
C13H18BKO17, DFT wB97M-V/def2-TZVPD
K 17.759 -10.236 -9.765
O 17.302 -13.197 -5.792
O 13.854 -10.350 -11.010
O 16.271 -5.862 -11.440
O 18.200 -12.672 -11.050
O 16.906 -14.537 -10.996
O 14.991 -12.732 -5.586
O 18.870 -14.670 -11.813
O 14.766 -11.815 -7.631
O 13.328 -10.572 -13.074
O 16.375 -12.909 -3.544
O 12.426 -8.857 -11.951
O 16.664 -8.069 -11.093
O 16.763 -13.888 -1.577
O 15.804 -16.252 -2.958
O 17.556 -12.382 -7.861
O 15.068 -7.419 -12.431
O 15.788 -14.843 -4.734
C 16.060 -7.164 -11.590
C 15.954 -15.185 -3.473
C 14.125 -6.414 -12.803
C 13.894 -9.592 -9.827
C 16.844 -5.478 -10.182
C 15.828 -13.855 -10.331
C 15.405 -12.344 -6.764
C 16.391 -13.937 -2.702
C 17.997 -13.846 -11.237
C 20.125 -14.123 -12.163
C 12.421 -10.393 -14.141
C 16.907 -12.611 -6.878
C 13.129 -9.832 -12.003
B 16.144 -13.431 -4.901
H 13.572 -6.798 -13.655
H 11.393 -10.609 -13.848
H 14.871 -14.067 -10.799
H 20.741 -14.926 -12.562
H 12.629 -11.024 -15.001
H 16.757 -4.400 -10.094
H 13.070 -9.790 -9.147
H 15.819 -14.259 -9.319
H 17.871 -5.791 -10.008
H 14.851 -9.765 -9.339
H 20.003 -13.390 -12.963
H 14.655 -5.515 -13.111
H 15.942 -12.779 -10.259
H 13.923 -8.506 -9.976
H 20.666 -13.686 -11.325
H 12.454 -9.359 -14.484
H 16.220 -5.914 -9.396
H 13.419 -6.212 -12.001
```

Kohn-Sham gap in eV: 8.32
LUMO level in eV: -0.77
E_HOMO in eV: -9.1
Spin multiplicity: 1

Atom charges from the Löwdin analysis, given in e for atoms 1 to 5: 0.908, 0.270, 0.024, 0.001, 0.031

***

Formula: C4H7NO
Source: the OMol25 dataset
Level of theory: wB97M-V/def2-TZVPD

Structure (XYZ):
```
13
C4H7NO, DFT wB97M-V/def2-TZVPD
O -0.109 0.985 1.317
N 0.804 -1.438 -0.371
C -1.401 0.384 1.272
C 0.024 -0.290 -0.823
C 1.496 -0.278 -0.931
C -0.674 0.714 0.047
H -0.521 -0.498 -1.741
H 2.002 0.361 -0.209
H 1.997 -0.438 -1.878
H -0.996 1.603 -0.505
H 1.050 -1.425 0.611
H -2.223 1.020 1.604
H -1.441 -0.651 1.607
```

Kohn-Sham gap in eV: 10.76
LUMO level in eV: 1.16
E_HOMO in eV: -9.6
SMILES: C1N[C@H]1[C@H]1CO1
Spin multiplicity: 1

Atom charges from the Löwdin analysis, given in e for atoms 1 to 5: -0.042, 0.033, -0.103, -0.277, -0.145